20
Properties=species:S:1:pos:R:3 method="wB97M-V/def2-TZVPD" total_charge=0 lumo_energy_ev="0.81 / -1.47" e_above_lowest_kcal_mol=12.84 homo_ev="-5.5 / -9.7" spin_multiplicity=3 homo_lumo_gap_ev="6.275 / 8.222"
C -1.836 0.765 0.659
C 0.940 -0.449 -1.040
C 1.501 -0.221 0.822
C 1.062 -1.344 0.118
C -2.784 0.913 -0.347
C 0.690 -2.769 0.369
C 1.328 1.978 -0.267
N -1.127 0.559 1.502
N 1.815 0.557 -0.356
O 0.270 -0.353 -1.998
H 1.739 -0.019 1.819
H -2.347 0.354 -1.173
H -2.820 1.982 -0.798
H -3.677 0.491 0.076
H -0.382 -2.913 0.185
H 0.743 -2.894 1.475
H 1.333 -3.472 -0.251
H 0.612 2.122 0.450
H 2.066 2.659 0.000
H 0.876 2.054 -1.244